Entry 1:
C16H19NO2S | wB97M-V/def2-TZVPD

Structure (XYZ):
```
39
Properties=species:S:1:pos:R:3
C -5.0963 -0.7797 -1.0681
O -4.1723 0.2797 -1.1563
C -2.9475 0.2111 -0.5565
C -2.1804 1.3582 -0.7173
C -0.9089 1.4915 -0.1820
C -0.3792 0.4317 0.5406
C -1.1309 -0.7239 0.7041
C -2.4048 -0.8629 0.1736
O -3.1585 -2.0047 0.3267
C -2.6137 -3.0800 1.0465
C 0.9922 0.5356 1.1630
N 1.8408 1.5306 0.5332
C 2.3596 1.0762 -0.7496
C 3.3645 -0.0077 -0.5363
C 4.4985 0.0338 0.2130
C 5.2109 -1.1868 0.2103
C 4.6072 -2.1412 -0.5404
S 3.1505 -1.5698 -1.2560
C 1.1397 2.7968 0.4574
C -0.1165 2.7491 -0.4224
H -4.7143 -1.6916 -1.5318
H -5.9739 -0.4347 -1.6155
H -5.3739 -0.9909 -0.0332
H -2.6170 2.1652 -1.2857
H -0.6915 -1.5331 1.2661
H -1.7019 -3.4625 0.5761
H -2.4012 -2.8067 2.0855
H -3.3784 -3.8558 1.0296
H 1.5018 -0.4304 1.1267
H 0.8896 0.8129 2.2199
H 2.8478 1.9319 -1.2287
H 1.5701 0.7055 -1.4231
H 4.8075 0.9106 0.7519
H 6.1327 -1.3423 0.7420
H 4.9231 -3.1484 -0.7259
H 1.8331 3.5564 0.0859
H 0.8602 3.0645 1.4802
H -0.7388 3.6242 -0.2252
H 0.1695 2.7876 -1.4784
```

As for the maximum force: 0.0127 Eh/bohr. The total energy comes out at -1224.46878 hartree. Its SMILES is COc1cc2c(cc1OC)CN(Cc1cccs1)CC2. The value obtained for the lowest unoccupied orbital energy is 0.025 Eh. Its relative energy (zero: lowest compared OMol25 entry of this formula, charge and spin) is 1.523 eV. The value obtained for the frontier orbital gap is 8.52 eV. The HOMO energy comes out at -7.8303 eV. As for the spin multiplicity: 1.


Entry 2:
C16H19NO3 | wB97M-V/def2-TZVPD

Structure (XYZ):
```
39
Properties=species:S:1:pos:R:3
C 2.8523 -0.6592 3.1135
C 1.3361 -0.8864 3.1962
C 0.7662 -1.3379 4.3880
C -0.5658 -1.6536 4.4909
C -1.4230 -1.4247 3.4148
C -0.9120 -0.9774 2.1951
C 0.4877 -0.7382 2.0667
C 0.9267 -0.3533 0.7186
O 2.0768 0.0221 0.4965
C -0.1048 -0.3136 -0.4188
C 0.2654 0.6243 -1.5688
C 1.5417 0.3994 -2.4188
C 1.1948 1.0810 -3.7600
C -0.2856 1.4786 -3.6142
N -0.8231 0.6115 -2.5701
O -1.0232 -0.5269 -3.0717
C -2.0805 1.1328 -2.0228
C -2.5250 0.1853 -0.9266
C -1.4329 0.1377 0.1496
O -1.8255 -0.7546 1.1972
H 3.3618 -0.8157 4.0587
H 3.0844 0.3383 2.7432
H 3.2798 -1.4031 2.4072
H 1.3655 -1.4692 5.2910
H -0.9182 -2.0588 5.4265
H -2.5143 -1.5744 3.5421
H -0.2157 -1.3015 -0.7852
H 0.4331 1.6175 -1.1555
H 2.4294 0.8298 -1.9782
H 1.6961 -0.6147 -2.6472
H 1.2797 0.4310 -4.6206
H 1.7856 1.9695 -3.9287
H -0.4257 2.5028 -3.3137
H -0.8562 1.3107 -4.5228
H -2.8306 1.1904 -2.7956
H -1.9443 2.1311 -1.5995
H -2.6985 -0.8425 -1.3142
H -3.4381 0.5807 -0.4683
H -1.3201 1.1312 0.6056
```

As for the maximum force: 0.1029 Eh/bohr. The total energy comes out at -901.49061 hartree. Its SMILES is Cc1cccc2c1C(=O)[C@@H]1[C@H]3CCC[N@+]3([O-])CC[C@H]1O2. The value obtained for the lowest unoccupied orbital energy is 0.008 Eh. Its relative energy (zero: lowest compared OMol25 entry of this formula, charge and spin) is 3.514 eV. The value obtained for the frontier orbital gap is 8.73 eV. The HOMO energy comes out at -8.5244 eV. As for the spin multiplicity: 1.